Entry P
{"formula": "C3H4N3", "method": "ωB97M-V/def2-TZVPD", "e_homo_ev": -14.214, "molar_mass_g_mol": 82.1, "smiles": "CC1=C([N+]#N)N1", "multiplicity": 1, "total_charge": 1, "elements": ["C", "C", "C", "N", "N", "N", "H", "H", "H", "H"], "coordinates": [[1.445, -0.113, -0.134], [0.085, -0.376, 0.160], [-1.055, 0.156, 0.701], [-1.530, 1.212, 0.243], [-1.799, 2.284, 0.238], [-0.939, -1.102, -0.060], [2.021, -1.067, 0.216], [1.742, 0.794, 0.326], [1.668, -0.114, -1.161], [-1.637, -1.673, -0.530]], "mulliken_charge": [-0.890, 0.588, 0.013, 0.501, -0.361, -0.209, 0.327, 0.335, 0.375, 0.321]}

***

Entry Q
{"formula": "C3H4N3", "method": "ωB97M-V/def2-TZVPD", "e_homo_ev": -14.327, "molar_mass_g_mol": 82.1, "smiles": "C=N/N=C\\C#[NH+]", "multiplicity": 1, "total_charge": 1, "elements": ["C", "N", "N", "C", "C", "N", "H", "H", "H", "H"], "coordinates": [[-1.227, 1.251, -1.276], [-0.805, 0.643, -0.270], [-0.670, 0.247, 0.851], [0.098, -0.531, 1.566], [1.055, -1.076, 0.781], [1.691, -1.345, -0.137], [-2.000, 0.828, -1.831], [-0.832, 2.228, -1.634], [0.033, -0.619, 2.548], [2.657, -1.626, -0.598]], "mulliken_charge": [-0.257, 0.074, -0.044, -0.550, 0.553, -0.173, 0.278, 0.254, 0.462, 0.403]}

***

Entry R
{"formula": "C3H4N3", "method": "ωB97M-V/def2-TZVPD", "e_homo_ev": -15.142, "molar_mass_g_mol": 82.1, "multiplicity": 1, "total_charge": 1, "elements": ["C", "C", "C", "N", "N", "N", "H", "H", "H", "H"], "coordinates": [[1.677, -1.290, 0.301], [0.699, -0.393, 0.209], [-0.235, 0.605, -0.046], [2.904, -0.736, -0.105], [2.215, 1.441, -0.069], [2.786, 0.495, -0.244], [1.782, -2.279, 0.593], [0.013, 1.608, 0.427], [-1.215, 0.185, 0.428], [-0.460, 0.819, -1.090]], "mulliken_charge": [-0.355, 0.561, -0.767, -0.421, -0.256, 0.668, 0.458, 0.386, 0.360, 0.366]}

***

Entry S
{"formula": "C3H4N3", "method": "ωB97M-V/def2-TZVPD", "e_homo_ev": [-15.819, -15.543], "molar_mass_g_mol": 82.1, "multiplicity": 1, "total_charge": 1, "elements": ["C", "C", "C", "N", "N", "N", "H", "H", "H", "H"], "coordinates": [[-1.827, -0.608, -0.197], [-0.997, 1.245, 0.111], [1.376, -0.495, -0.106], [-2.082, 0.708, -0.139], [-0.835, -1.248, 0.314], [0.041, -0.353, 0.289], [-0.873, 2.285, 0.255], [2.029, -0.088, 0.553], [1.701, -1.534, 0.005], [1.468, 0.087, -1.083]], "mulliken_charge": [0.383, 0.087, -0.666, -0.157, -0.397, 0.325, 0.419, 0.343, 0.358, 0.305]}

***

Which one sits at the top of the stability order? entry Q does.

***

Entry P
{"formula": "C3H4N3", "method": "ωB97M-V/def2-TZVPD", "e_homo_ev": -17.028, "molar_mass_g_mol": 82.1, "smiles": "[H]/N=C/[N+](=C)C#N", "multiplicity": 1, "total_charge": 1, "elements": ["H", "N", "C", "N", "C", "C", "N", "H", "H", "H"], "coordinates": [[-0.250, -2.721, 0.199], [0.023, -1.761, 0.463], [0.548, -1.183, -0.488], [1.003, 0.222, -0.154], [0.279, 1.066, 0.497], [2.352, 0.157, -0.144], [3.418, -0.221, -0.213], [1.017, -1.438, -1.390], [-0.762, 0.659, 0.446], [0.459, 2.077, 0.811]], "mulliken_charge": [0.316, -0.440, -0.100, 0.028, 0.033, 0.289, -0.176, 0.442, 0.275, 0.332]}

***

Entry Q
{"formula": "C3H4N3", "method": "ωB97M-V/def2-TZVPD", "e_homo_ev": [-13.901, -13.899], "molar_mass_g_mol": 82.1, "multiplicity": 1, "total_charge": 1, "elements": ["C", "C", "C", "N", "N", "N", "H", "H", "H", "H"], "coordinates": [[-1.076, -1.150, 0.023], [-0.024, 0.974, -0.016], [1.504, -1.009, -0.038], [0.338, -0.432, 0.146], [-1.914, -0.215, 0.057], [-1.327, 0.980, -0.076], [0.746, 1.690, 0.075], [2.457, -0.418, -0.124], [1.362, -2.132, -0.060], [-2.065, 1.711, 0.013]], "mulliken_charge": [-0.163, -0.069, 0.018, 0.097, -0.451, 0.231, 0.408, 0.268, 0.339, 0.323]}

***

Which one sits at the top of the stability order? entry P does.

***

Entry P
{"formula": "C5H9N3O2", "method": "ωB97M-V/def2-TZVPD", "e_homo_ev": -8.716, "molar_mass_g_mol": 143.1, "smiles": "O=c1cc[nH]c(=O)[nH]1.CN", "multiplicity": 1, "elements": ["O", "C", "C", "C", "N", "C", "O", "N", "H", "H", "H", "H", "C", "N", "H", "H", "H", "H", "H"], "coordinates": [[0.145, -1.925, -1.350], [-0.667, -1.192, -0.815], [-1.662, -1.564, 0.241], [-2.334, -0.614, 0.890], [-2.141, 0.727, 0.558], [-1.360, 1.189, -0.581], [-1.400, 2.274, -1.054], [-0.618, 0.127, -1.129], [-1.717, -2.591, 0.652], [-3.060, -0.918, 1.742], [-2.556, 1.564, 1.126], [0.014, 0.434, -1.734], [2.290, 0.303, -0.441], [2.850, 0.397, 0.942], [3.123, -0.371, -1.002], [1.304, -0.009, -0.461], [2.337, 1.344, -0.720], [2.799, 1.260, 1.589], [2.653, -0.437, 1.548]], "mulliken_charge": [-0.608, 0.945, -0.765, -0.029, -0.144, 0.220, -0.536, -0.257, 0.343, 0.297, 0.280, 0.210, 0.032, -0.555, 0.207, -0.310, 0.293, 0.199, 0.180]}

***

Entry Q
{"formula": "C5H9N3O2", "method": "ωB97M-V/def2-TZVPD", "e_homo_ev": -9.253, "molar_mass_g_mol": 143.1, "smiles": "N/C=N\\C[C@H]1CN1C(=O)O", "multiplicity": 1, "elements": ["N", "C", "N", "C", "C", "C", "N", "C", "O", "O", "H", "H", "H", "H", "H", "H", "H", "H", "H"], "coordinates": [[2.930, 0.282, -0.728], [2.331, 1.110, 0.163], [1.075, 1.255, 0.376], [0.159, 0.646, -0.562], [-1.270, 0.786, -0.096], [-2.350, -0.041, -0.715], [-1.930, -0.275, 0.642], [-1.420, -1.445, 1.126], [-1.847, -2.552, 0.865], [-0.468, -1.219, 2.051], [2.428, -0.171, -1.478], [3.879, -0.041, -0.559], [3.037, 1.630, 0.821], [0.235, 1.137, -1.551], [0.364, -0.425, -0.754], [-1.533, 1.790, 0.251], [-3.350, 0.378, -0.843], [-2.048, -0.784, -1.458], [-0.220, -2.063, 2.449]], "mulliken_charge": [-0.365, 0.046, -0.520, -0.623, -0.179, -0.489, -0.140, 0.575, -0.599, -0.441, 0.206, 0.214, 0.339, 0.468, 0.298, 0.368, 0.249, 0.248, 0.344]}

***

Which one sits at the top of the stability order? entry Q does.

***

Entry P
{"formula": "C2H4O2S", "method": "ωB97M-V/def2-TZVPD", "e_homo_ev": -9.542, "molar_mass_g_mol": 92.1, "multiplicity": 1, "elements": ["C", "C", "H", "H", "H", "H", "O", "O", "S"], "coordinates": [[-0.204, 0.346, 0.433], [0.304, -0.451, -0.735], [-0.730, -1.833, 1.340], [0.595, 0.614, 1.051], [-0.553, 1.099, -0.255], [1.129, 1.568, -0.869], [0.991, 0.643, -1.386], [0.297, -1.613, -0.913], [-1.829, -0.375, 1.332]], "mulliken_charge": [-1.019, 0.942, 0.158, 0.379, 0.361, 0.391, -0.559, -0.437, -0.216]}

***

Entry Q
{"formula": "C2H4O2S", "method": "ωB97M-V/def2-TZVPD", "e_homo_ev": -9.179, "molar_mass_g_mol": 92.1, "multiplicity": 1, "elements": ["C", "C", "H", "H", "H", "H", "O", "O", "S"], "coordinates": [[-0.555, 1.103, 0.179], [0.009, -0.332, -0.055], [0.765, 1.584, 1.862], [-1.382, 1.154, 0.986], [-1.148, 1.285, -0.891], [1.529, 0.936, 0.528], [0.416, 2.185, 0.721], [1.333, -0.098, 0.255], [-0.655, -1.642, -0.690]], "mulliken_charge": [-0.211, 0.361, 0.373, 0.248, 0.276, 0.432, -0.645, -0.549, -0.285]}

***

Which one sits at the top of the stability order? entry P does.

***

Entry P
{"formula": "C2H4O2S", "method": "ωB97M-V/def2-TZVPD", "e_homo_ev": -8.682, "molar_mass_g_mol": 92.1, "multiplicity": 1, "elements": ["C", "C", "O", "O", "S", "H", "H", "H", "H"], "coordinates": [[1.904, -0.138, 0.228], [-0.286, -0.645, -0.127], [4.216, 0.825, 0.130], [1.005, -0.994, 0.338], [3.447, -0.410, -0.189], [1.272, 1.569, 0.355], [-1.043, -1.149, 0.622], [-0.486, -0.906, -1.122], [-0.276, 0.352, -0.123]], "mulliken_charge": [0.038, -0.499, -0.519, -0.159, 0.250, 0.156, 0.174, 0.271, 0.288]}

***

Entry Q
{"formula": "C2H4O2S", "method": "ωB97M-V/def2-TZVPD", "e_homo_ev": -10.769, "molar_mass_g_mol": 92.1, "multiplicity": 1, "elements": ["C", "C", "O", "O", "S", "H", "H", "H", "H"], "coordinates": [[-0.007, -1.075, 0.301], [0.168, 0.624, -0.740], [2.045, -1.085, -1.547], [-0.266, -1.548, -2.274], [0.659, -0.931, -1.314], [0.822, -0.804, 1.009], [-1.085, -1.145, 0.661], [-0.736, 0.937, -1.193], [0.705, 1.228, -0.030]], "mulliken_charge": [-0.611, -0.565, -0.562, -0.605, 1.003, 0.350, 0.337, 0.334, 0.319]}

***

Entry R
{"formula": "C2H4O2S", "method": "ωB97M-V/def2-TZVPD", "e_homo_ev": -8.783, "molar_mass_g_mol": 92.1, "smiles": "CC(=S)OO", "multiplicity": 1, "elements": ["C", "C", "S", "O", "O", "H", "H", "H", "H"], "coordinates": [[-0.181, 1.002, -0.416], [-0.363, -0.014, 0.688], [-1.361, -0.014, 2.002], [0.246, -1.185, 0.660], [1.132, -1.279, -0.452], [-0.753, 0.617, -1.163], [0.879, 1.143, -0.642], [-0.412, 1.889, 0.076], [0.812, -2.159, -0.753]], "mulliken_charge": [-0.876, 0.365, -0.300, -0.149, -0.339, 0.314, 0.316, 0.324, 0.344]}

***

Entry S
{"formula": "C2H4O2S", "method": "ωB97M-V/def2-TZVPD", "e_homo_ev": -10.879, "molar_mass_g_mol": 92.1, "multiplicity": 1, "elements": ["C", "C", "O", "O", "S", "H", "H", "H", "H"], "coordinates": [[0.272, -0.528, -0.674], [-0.362, -0.045, 0.325], [1.457, 2.504, 2.615], [1.953, 0.193, 2.862], [0.938, 1.209, 2.645], [0.499, 0.176, -1.549], [0.451, -1.625, -0.831], [-0.698, -0.491, 1.336], [-0.555, 0.981, 0.479]], "mulliken_charge": [-0.267, -0.722, -0.367, -0.389, 0.730, 0.209, 0.222, 0.273, 0.312]}

***

Which one sits at the top of the stability order? entry S does.

***

Entry P
{"formula": "C5H9N", "method": "ωB97M-V/def2-TZVPD", "e_homo_ev": [-8.802, -8.749], "molar_mass_g_mol": 83.1, "multiplicity": 1, "elements": ["C", "C", "C", "N", "C", "C", "H", "H", "H", "H", "H", "H", "H", "H", "H"], "coordinates": [[1.768, -0.092, -0.126], [0.247, -0.084, -0.118], [-0.681, -0.080, 1.106], [-1.761, 0.363, 0.145], [-0.658, 1.059, -0.606], [-0.301, -1.243, -0.949], [2.138, -0.049, -1.156], [2.158, -1.008, 0.334], [2.177, 0.763, 0.421], [-0.837, -1.025, 1.639], [-0.526, 0.730, 1.832], [-0.488, 2.034, -0.134], [-0.814, 1.164, -1.682], [-1.989, -0.443, -0.474], [-0.432, -2.091, -0.234]], "mulliken_charge": [-1.533, 1.037, -0.550, -0.574, -0.507, -0.701, 0.376, 0.353, 0.346, 0.274, 0.303, 0.299, 0.286, 0.355, 0.236]}

***

Entry Q
{"formula": "C5H9N", "method": "ωB97M-V/def2-TZVPD", "e_homo_ev": -9.312, "molar_mass_g_mol": 83.1, "smiles": "C#C[C@@H](C)CN", "multiplicity": 1, "elements": ["C", "C", "C", "C", "C", "N", "H", "H", "H", "H", "H", "H", "H", "H", "H"], "coordinates": [[-1.848, -1.541, 0.099], [-1.086, -0.616, -0.037], [-0.116, 0.470, -0.319], [-0.780, 1.826, -0.019], [1.201, 0.262, 0.452], [1.905, -0.888, -0.177], [-2.501, -2.359, 0.265], [0.159, 0.382, -1.396], [-1.721, 1.920, -0.590], [-1.084, 1.872, 1.018], [-0.083, 2.652, -0.210], [0.997, 0.032, 1.493], [1.733, 1.214, 0.413], [2.204, -0.749, -1.149], [2.735, -1.154, 0.339]], "mulliken_charge": [0.208, -0.823, 0.375, -1.396, -0.620, -0.551, 0.456, 0.224, 0.369, 0.334, 0.368, 0.357, 0.293, 0.195, 0.212]}

***

Which one sits at the top of the stability order? entry Q does.

***

Entry P
{"formula": "C6H10O", "method": "ωB97M-V/def2-TZVPD", "e_homo_ev": -9.462, "molar_mass_g_mol": 98.1, "smiles": "C[C@H]1CC=CCO1", "multiplicity": 1, "elements": ["C", "C", "C", "C", "C", "C", "O", "H", "H", "H", "H", "H", "H", "H", "H", "H", "H"], "coordinates": [[-1.934, 0.174, -0.523], [-0.856, 0.304, 0.545], [-0.063, -1.011, 0.705], [0.969, -1.147, -0.382], [1.688, -0.063, -0.664], [1.365, 1.178, 0.123], [-0.032, 1.412, 0.194], [-2.702, -0.546, -0.216], [-1.491, -0.158, -1.468], [-2.412, 1.143, -0.690], [-1.333, 0.542, 1.508], [-0.763, -1.851, 0.714], [0.432, -1.010, 1.686], [1.099, -2.089, -0.910], [2.456, -0.040, -1.432], [1.784, 1.085, 1.139], [1.793, 2.076, -0.329]], "mulliken_charge": [-1.393, 0.388, -0.709, -0.475, -0.212, -0.416, -0.435, 0.378, 0.316, 0.347, 0.232, 0.360, 0.290, 0.368, 0.398, 0.234, 0.327]}

***

Entry Q
{"formula": "C6H10O", "method": "ωB97M-V/def2-TZVPD", "e_homo_ev": -8.812, "molar_mass_g_mol": 98.1, "smiles": "C=COCC(=C)C", "multiplicity": 1, "elements": ["C", "C", "O", "C", "C", "C", "C", "H", "H", "H", "H", "H", "H", "H", "H", "H", "H"], "coordinates": [[1.282, 0.125, 1.868], [0.650, -1.044, 1.740], [-0.473, -1.378, 1.048], [-1.153, -0.384, 0.305], [-0.362, 0.038, -0.915], [0.704, -0.647, -1.324], [-0.835, 1.305, -1.581], [1.028, 1.055, 1.364], [2.122, 0.151, 2.555], [1.068, -1.952, 2.171], [-2.116, -0.841, 0.029], [-1.382, 0.496, 0.938], [1.003, -1.575, -0.832], [1.352, -0.242, -2.102], [-0.412, 1.382, -2.589], [-0.544, 2.195, -1.003], [-1.932, 1.314, -1.671]], "mulliken_charge": [-0.616, -0.074, -0.405, -0.610, 0.740, -0.828, -1.257, 0.205, 0.275, 0.346, 0.354, 0.353, 0.270, 0.290, 0.388, 0.254, 0.314]}

***

Which one sits at the top of the stability order? entry P does.